[1]
Formula: C17H16BrClSr
Source: OMol25
Level of theory: ωB97M-V/def2-TZVPD

The geometry in XYZ format:
```
36
C17H16BrClSr ωB97M-V/def2-TZVPD
C -1.4156 -0.9964 -3.5250
C -1.5364 -2.0372 -2.5365
C -2.3375 -1.5319 -1.4471
H -1.0346 -3.0091 -2.5538
C -2.7094 -0.1720 -1.7684
C -2.1525 0.1567 -3.0488
H -2.2554 1.1024 -3.5927
H -0.8703 -1.0580 -4.4670
H -2.6094 -2.1094 -0.5486
H -3.3585 0.4756 -1.1660
Sr 0.1549 -0.4184 -1.3025
Br 1.2401 -2.7563 0.3385
C 2.4922 1.2887 -1.3771
C 1.6036 2.0439 -2.2455
C 1.3527 1.2686 -3.4129
H 1.2300 3.0503 -2.0462
C 2.0695 0.0082 -3.2880
C 2.7731 0.0359 -2.0276
H 3.3396 -0.7986 -1.5967
H 2.9079 1.6310 -0.4161
H 0.7396 1.5479 -4.2685
H 2.0283 -0.8216 -4.0023
Cl -0.2202 2.8783 2.7249
C -0.1518 1.3912 3.5550
C 0.0376 1.3071 4.9052
C 0.1544 0.0384 5.5054
C -0.0201 -1.1138 4.7224
C -0.3060 -1.0420 3.3643
C -0.3140 0.2260 2.6759
C -0.4165 0.4863 1.3105
H 0.1142 2.2157 5.4641
H 0.3743 -0.0025 6.5675
H 0.1191 -2.0901 5.2380
H -0.4423 -1.9077 2.6990
H -1.1045 -0.1192 0.7386
H 0.5240 0.8325 0.8282
```

Results
- HOMO-LUMO gap: 0.1744 hartree
- Charge: -2

Which charges does Löwdin predict for the atoms? In e, they are: C -0.256; C -0.294; C -0.265; H 0.078; C -0.221; C -0.216; H 0.074; H 0.074; H 0.090; H 0.081; Sr 1.102; Br -0.405; C -0.232; C -0.213; C -0.238; H 0.073; C -0.258; C -0.282; H 0.070; H 0.084; H 0.072; H 0.074; Cl 0.635; C -0.667; C -0.175; C -0.167; C -0.149; C -0.072; C -0.367; C -0.266; H 0.071; H 0.063; H 0.089; H 0.057; H -0.044; H -0.002

[2]
Formula: C6H16OSSi
Source: OMol25
Level of theory: ωB97M-V/def2-TZVPD

The geometry in XYZ format:
```
25
C6H16OSSi ωB97M-V/def2-TZVPD
C -0.1438 -0.9049 -0.6109
C -0.1426 2.1427 -0.5482
C -2.2048 0.5426 1.3104
C -2.6583 0.6425 -1.7225
C 2.6915 -1.9711 -0.4491
C 1.4712 -1.2146 1.9410
O 2.8927 0.4594 0.4487
Si -1.2400 0.6742 -0.3818
S 1.8388 -0.5063 0.2968
H 0.2439 -0.5559 -1.6034
H -0.7058 2.9499 -1.0143
H 0.4413 2.5252 0.4036
H 0.5730 1.7682 -1.2240
H -2.8417 1.3296 1.5270
H -2.9019 -0.2925 1.3478
H -1.6895 0.2483 2.2241
H -3.2694 1.6172 -1.7753
H -2.2173 0.5754 -2.6240
H -3.3142 -0.2809 -1.5368
H 3.7148 -1.8752 -0.2683
H 2.4341 -2.8900 0.0631
H 2.3900 -1.7823 -1.4659
H 1.5493 -0.3492 2.5738
H 0.4003 -1.4834 1.8820
H 2.2127 -1.9515 2.0384
```

Results
- HOMO-LUMO gap: 0.3159 hartree
- SMILES: C[Si](C)(C)C=S(C)(C)=O

Which charges does Löwdin predict for the atoms? In e, they are: C -0.205; C -0.216; C -0.194; C -0.179; C -0.174; C -0.179; O -0.450; Si 0.438; S 0.764; H -0.059; H 0.023; H 0.089; H -0.014; H -0.017; H 0.020; H 0.011; H 0.060; H -0.050; H 0.057; H 0.035; H 0.060; H 0.042; H 0.053; H 0.055; H 0.030

[3]
Formula: C4H15NO5
Source: OMol25
Level of theory: ωB97M-V/def2-TZVPD

The geometry in XYZ format:
```
25
C4H15NO5 ωB97M-V/def2-TZVPD
C 0.8967 1.8964 0.0652
O 0.4255 2.7469 -1.0615
C -0.3722 1.2218 0.5614
C 0.0615 0.0516 1.4215
C -0.8793 -1.1201 1.6110
O -0.3487 -2.2761 1.7196
N -1.4409 1.8920 1.3266
H 1.6058 1.0395 -0.1528
H 1.2962 2.8637 0.5808
H 0.2660 2.2434 -1.8925
H -0.9280 0.7606 -0.2154
H 1.1146 -0.3338 1.2361
H 0.0116 0.5614 2.3976
H -1.9917 -1.2071 1.7141
H -2.2447 2.2441 0.8515
H -0.9798 2.7764 1.6922
H -1.1367 -1.5028 -2.1135
H -0.7546 -2.8783 -2.0416
O -1.4940 -2.4557 -2.2967
H 2.3102 -2.7698 -0.0504
H 1.3172 -1.9326 0.7612
O 1.8824 -1.8745 -0.0657
H 0.6326 -0.5651 -2.7480
H 0.6256 -0.8999 -1.2888
O 0.1249 -0.4819 -2.0119
```

Results
- HOMO-LUMO gap: 0.3714 hartree
- SMILES: N[C@@H](CO)CC=O.O.O.O

Which charges does Löwdin predict for the atoms? In e, they are: C -0.160; O -0.124; C -0.425; C -0.155; C -0.141; O -0.042; N 0.051; H 0.120; H 0.161; H 0.082; H 0.112; H 0.110; H 0.133; H 0.143; H 0.063; H 0.108; H 0.029; H -0.063; O -0.073; H 0.084; H 0.019; O -0.101; H 0.027; H 0.039; O 0.001

[4]
Formula: C37H79BN3O16PS9
Source: OMol25
Level of theory: ωB97M-V/def2-TZVPD

The geometry in XYZ format:
```
146
C37H79BN3O16PS9 ωB97M-V/def2-TZVPD
C -4.0768 -3.9870 1.2214
C -3.7581 -3.4566 0.1899
C -3.1372 -2.9659 -1.0805
C -2.2170 -1.7075 -0.9469
P -3.1249 -0.4095 0.1200
C -4.9536 -0.4303 -0.2667
O -3.1035 -0.8299 1.7513
C -0.7086 -1.9750 -0.5594
C -0.6216 -2.5313 0.9187
C -0.1758 -3.1852 -1.4053
C 0.5722 -3.0049 -2.6137
C 0.9919 -4.1682 -3.2617
C 0.7089 -5.4594 -2.8049
N 0.0140 -5.6415 -1.6864
C -0.3747 -4.5357 -1.0565
C 0.2186 -0.6955 -0.6968
C 0.0865 0.2752 0.4849
C -0.1121 0.8257 1.5350
O 1.5995 -0.9531 -0.8659
C 2.4037 -1.3236 0.2603
C 3.4837 -0.2130 0.5151
N 3.1531 0.7110 1.6106
C 3.8850 1.9962 1.4783
C 3.0864 3.1386 2.1727
C 3.2073 4.5022 1.4655
O 3.5359 3.2104 3.5436
C -0.1714 0.2784 -1.9158
N -0.9937 1.4291 -1.5074
B 1.2190 0.9170 -2.4587
O 1.9535 1.8113 -1.7186
O 1.7036 0.6162 -3.7541
O -0.8037 -0.3623 -3.0257
S -2.2434 -1.0296 -2.6890
O -3.3154 -0.0938 -2.9078
O -2.3716 -2.1600 -3.5702
H -4.3075 -4.5782 2.0934
H -3.9960 -2.6221 -1.6985
H -2.7215 -3.7977 -1.6750
H -5.4516 -0.0502 0.6391
H -5.1564 0.2364 -1.1237
H -5.3471 -1.4245 -0.5402
H -2.4666 -0.2487 2.1865
H 0.3712 -3.0159 0.9779
H -1.3519 -3.3266 1.1215
H -0.7637 -1.7728 1.6967
H 0.8448 -2.0214 -2.9913
H 1.5954 -4.0608 -4.1755
H 1.0620 -6.3421 -3.3546
H -0.9737 -4.7443 -0.1564
H -0.1407 1.4265 2.4289
H 1.9100 -1.5907 1.2042
H 3.0065 -2.2095 -0.0355
H 4.3940 -0.7803 0.8386
H 3.7762 0.2939 -0.4190
H 3.4830 0.3478 2.5013
H 4.0566 2.2649 0.4196
H 4.8947 1.9327 1.9462
H 2.0226 2.8297 2.1491
H 4.2084 4.9683 1.5695
H 2.9500 4.4780 0.3914
H 2.5028 5.2075 1.9543
H 2.7257 3.2178 4.0672
H -0.4359 2.2583 -1.3230
H -1.6496 1.6988 -2.2384
H 2.8814 1.8039 -1.9796
H 2.0463 -0.2886 -3.6972
C -9.3427 -2.4747 -3.7304
S -8.1864 -2.7305 -2.3765
O -8.1396 -1.4695 -1.5864
C -6.7070 -2.7796 -3.4015
H -10.3430 -2.3756 -3.3130
H -9.0821 -1.5636 -4.2727
H -9.3141 -3.3340 -4.4015
H -6.6144 -1.8507 -3.9655
H -6.7644 -3.6301 -4.0816
H -5.8433 -2.8955 -2.7497
C 4.1141 8.0494 3.9183
S 2.7851 8.9659 3.1152
O 2.1880 8.0700 2.0826
C 3.8537 10.1331 2.2589
H 3.6714 7.2331 4.4866
H 4.7946 7.6435 3.1679
H 4.6535 8.7129 4.5953
H 4.5499 9.5959 1.6131
H 4.4017 10.7292 2.9890
H 3.2306 10.7887 1.6531
C -2.2334 10.3235 3.0995
S -0.6108 11.0663 2.8656
O 0.2878 10.5064 3.9083
C -1.0827 12.7220 3.3960
H -2.1608 9.2642 2.8597
H -2.5491 10.4425 4.1366
H -2.9510 10.7992 2.4300
H -1.4719 12.6884 4.4143
H -1.8370 13.1207 2.7166
H -0.1975 13.3551 3.3659
C 6.5626 -4.0503 2.0973
S 5.8904 -3.6226 0.4884
O 4.4063 -3.5595 0.6266
C 6.2882 -5.1888 -0.3029
H 6.3868 -3.2161 2.7756
H 6.0686 -4.9408 2.4803
H 7.6333 -4.2264 2.0092
H 5.8090 -6.0072 0.2351
H 7.3698 -5.3260 -0.3127
H 5.9164 -5.1588 -1.3261
C -2.1876 -7.7208 1.8899
S -1.3391 -6.5478 2.9590
O -0.7812 -5.4824 2.0871
C 0.0197 -7.6420 3.4027
H -3.0605 -7.2269 1.4656
H -1.5217 -8.0378 1.0861
H -2.5073 -8.5825 2.4774
H 0.5438 -7.9647 2.5022
H -0.3705 -8.5054 3.9430
H 0.7051 -7.0917 4.0452
C 3.1677 11.4076 -2.5644
S 4.3532 11.0421 -1.2608
O 4.5414 12.2866 -0.4679
C 5.7799 10.8749 -2.3465
H 2.1983 11.5881 -2.1033
H 3.4825 12.2962 -3.1129
H 3.0953 10.5541 -3.2392
H 5.9281 11.7976 -2.9089
H 5.6216 10.0387 -3.0282
H 6.6564 10.6797 -1.7309
C 6.5596 -8.6638 2.8603
S 7.5052 -7.5512 3.9130
O 8.0802 -6.4937 3.0372
C 8.8257 -8.7166 4.2835
H 5.6945 -8.1225 2.4803
H 7.1768 -8.9980 2.0255
H 6.2230 -9.5196 3.4462
H 9.2986 -9.0472 3.3581
H 8.4159 -9.5703 4.8241
H 9.5612 -8.2119 4.9074
C -13.3092 -5.7016 -5.7781
S -11.7473 -4.8270 -5.9633
O -10.8401 -5.2996 -4.8839
C -12.3802 -3.2149 -5.4689
H -13.1407 -6.7531 -6.0036
H -13.6708 -5.6013 -4.7541
H -14.0394 -5.2927 -6.4773
H -12.8023 -3.2741 -4.4648
H -13.1410 -2.8900 -6.1794
H -11.5542 -2.5064 -5.4746
```

Results
- HOMO-LUMO gap: 0.2691 hartree

Atom charges from the Löwdin analysis, given in e for atoms 1 to 99: C 0.124; C -0.136; C -0.209; C -0.433; P 0.962; C -0.236; O -0.315; C -0.269; C -0.024; C -0.109; C 0.012; C -0.058; C -0.152; N 0.071; C -0.115; C -0.288; C -0.064; C 0.128; O -0.099; C -0.136; C -0.170; N -0.050; C -0.177; C -0.408; C -0.052; O -0.057; C -0.354; N 0.101; B -0.554; O 0.176; O 0.144; O -0.159; S 0.668; O -0.282; O -0.264; H 0.042; H 0.079; H 0.122; H 0.050; H 0.039; H 0.017; H 0.017; H 0.096; H 0.049; H 0.072; H 0.101; H 0.103; H 0.104; H 0.089; H 0.053; H 0.126; H 0.090; H 0.106; H 0.110; H 0.113; H 0.105; H 0.126; H 0.121; H 0.082; H 0.078; H 0.071; H 0.084; H 0.092; H 0.096; H 0.111; H 0.100; C -0.291; S 0.813; O -0.557; C -0.252; H 0.044; H 0.062; H 0.031; H 0.065; H 0.059; H 0.026; C -0.268; S 0.795; O -0.553; C -0.272; H 0.047; H 0.051; H 0.050; H 0.046; H 0.058; H 0.035; C -0.269; S 0.800; O -0.582; C -0.273; H 0.052; H 0.057; H 0.051; H 0.056; H 0.051; H 0.049; C -0.275; S 0.823; O -0.556

[5]
Formula: C25H76N8O10
Source: OMol25
Level of theory: ωB97M-V/def2-TZVPD

The geometry in XYZ format:
```
119
C25H76N8O10 ωB97M-V/def2-TZVPD
C 0.2177 0.0240 0.2506
O 0.9498 0.8820 -0.2757
N -1.0563 -0.2011 -0.1449
N 0.6441 -0.7663 1.2637
H -1.3658 0.2704 -0.9794
H -1.5607 -0.9387 0.3197
H 0.0403 -1.4685 1.6504
H 1.5670 -0.5975 1.6240
C -2.6365 1.9666 2.3687
C -2.2016 2.8890 3.4993
C -2.8006 4.2946 3.2495
O -4.1962 4.3048 3.4571
C -4.6718 5.6159 3.1411
N -2.6680 2.3707 4.8064
H -2.1655 2.3653 1.4688
H -3.7196 2.0024 2.2342
H -2.3197 0.9359 2.5253
H -1.1107 2.9344 3.4941
H -2.4836 4.6605 2.2673
H -2.3009 4.9538 3.9734
H -4.3896 5.9126 2.1286
H -4.1842 6.3280 3.8119
H -5.7503 5.6302 3.2599
H -3.6734 2.5395 4.7464
H -2.3464 3.0392 5.5040
C -6.2445 -1.4685 -2.7741
C -4.8951 -0.8189 -2.7308
C -3.8247 -1.8459 -3.0612
O -2.5612 -1.2675 -2.7174
C -1.4642 -2.1440 -2.9241
N -4.8602 0.3300 -3.6365
H -6.2908 -2.2197 -1.9827
H -6.5329 -1.9549 -3.7076
H -7.0093 -0.7088 -2.5917
H -4.7427 -0.5256 -1.6855
H -3.8098 -2.2043 -4.0938
H -3.9680 -2.7169 -2.4119
H -0.6102 -1.5976 -2.5134
H -1.2883 -2.2635 -3.9948
H -1.4836 -3.0671 -2.3396
H -3.9675 0.8121 -3.6472
H -5.5013 1.0600 -3.3433
C -0.0838 -2.1854 4.8693
C -1.3807 -1.4466 4.5270
C -2.5890 -2.2992 4.9244
O -2.7370 -3.3716 3.9943
C -3.9481 -4.0842 4.1394
N -1.4044 -0.2185 5.3899
H 0.0065 -3.0559 4.2133
H -0.1565 -2.5414 5.8981
H 0.8041 -1.5568 4.8129
H -1.3999 -1.2449 3.4526
H -3.4973 -1.6825 4.9033
H -2.5471 -2.6355 5.9646
H -3.8884 -4.9521 3.4891
H -4.8562 -3.4769 4.0789
H -3.9699 -4.4614 5.1732
H -2.0412 0.4054 4.8626
H -0.5129 0.2393 5.2025
C 5.4001 -2.4733 -2.2808
C 4.2182 -3.4364 -2.1714
C 3.7123 -3.4474 -0.7228
O 2.6886 -4.3992 -0.5428
C 1.8085 -4.1060 0.5118
N 3.0895 -2.9234 -2.9849
H 6.0783 -2.6480 -1.4408
H 5.0643 -1.4458 -2.1549
H 5.9460 -2.6091 -3.2118
H 4.6108 -4.3798 -2.5553
H 3.4129 -2.4152 -0.5110
H 4.5210 -3.7286 -0.0298
H 0.8556 -3.6665 0.1969
H 2.2210 -3.3841 1.2232
H 1.5308 -4.9897 1.0869
H 2.2072 -3.2548 -2.6232
H 3.1567 -1.9091 -2.9555
C 4.1731 -0.4804 2.2357
C 4.6465 0.9691 2.0184
C 5.3545 1.1437 0.6994
O 6.3886 0.1753 0.6270
C 7.0278 0.1556 -0.6388
N 3.4586 1.8306 2.0050
H 5.0569 -1.1314 2.3076
H 3.6904 -0.9244 1.3587
H 3.6365 -0.6287 3.1724
H 5.3590 1.1137 2.8341
H 5.8265 2.1323 0.6603
H 4.6642 1.0652 -0.1483
H 7.5408 1.1166 -0.7829
H 6.2044 0.1421 -1.3588
H 7.7271 -0.6715 -0.6901
H 2.8316 1.5626 1.2473
H 2.9005 1.6178 2.8265
C 0.6098 1.1232 -5.2742
C 0.3626 1.9253 -4.0110
C 0.3087 3.4311 -4.2532
O 1.5868 3.9452 -4.6680
C 1.5914 4.2731 -6.0460
N -0.9140 1.5695 -3.3028
H 0.2323 0.1076 -5.4020
H 1.7013 1.1123 -5.3731
H 0.3078 1.5756 -6.2263
H 1.1896 1.8521 -3.3034
H 0.1148 3.9180 -3.2981
H -0.4997 3.7035 -4.9378
H 2.5473 4.6889 -6.3549
H 0.7395 4.8121 -6.4671
H 1.5512 3.3271 -6.6091
H -0.7844 0.5615 -3.2567
H -1.6411 1.7527 -3.9899
O -2.0817 -2.5977 1.2711
H -2.9970 -2.6012 0.9686
H -2.1351 -2.7736 2.2307
O 2.9872 -0.0400 -2.1777
H 2.3978 0.1492 -1.4265
H 3.1097 0.8114 -2.6138
O 0.2682 3.7403 -0.4312
H 0.3720 2.8187 -0.7186
H -0.4951 4.0639 -0.9204
```

Results
- HOMO-LUMO gap: 0.3136 hartree
- SMILES: COC[C@H](C)N.COC[C@H](C)N.COC[C@H](C)N.COC[C@H](C)N.COC[C@H](C)N.COC[C@H](C)N.NC(N)=O.O.O.O

Atom charges from the Löwdin analysis, given in e for atoms 1 to 99: C -0.625; O -0.031; N 0.199; N 0.203; H 0.084; H 0.057; H 0.069; H 0.070; C -0.058; C -0.405; C -0.234; O -0.190; C -0.092; N 0.033; H 0.074; H 0.083; H 0.055; H 0.140; H 0.125; H 0.123; H 0.086; H 0.087; H 0.088; H 0.078; H 0.085; C -0.080; C -0.460; C -0.191; O -0.232; C -0.106; N 0.049; H 0.079; H 0.085; H 0.079; H 0.135; H 0.135; H 0.123; H 0.068; H 0.093; H 0.093; H 0.054; H 0.072; C -0.061; C -0.430; C -0.193; O -0.230; C -0.096; N 0.047; H 0.076; H 0.083; H 0.068; H 0.096; H 0.126; H 0.130; H 0.093; H 0.091; H 0.090; H 0.023; H 0.062; C -0.068; C -0.399; C -0.220; O -0.170; C -0.120; N 0.043; H 0.076; H 0.042; H 0.083; H 0.130; H 0.109; H 0.130; H 0.073; H 0.071; H 0.085; H 0.052; H 0.021; C -0.075; C -0.411; C -0.210; O -0.202; C -0.097; N 0.046; H 0.077; H 0.055; H 0.073; H 0.142; H 0.132; H 0.116; H 0.088; H 0.066; H 0.090; H 0.048; H 0.063; C -0.052; C -0.408; C -0.198; O -0.166; C -0.123; N 0.063